A molecular structure, C42H46Cl2FN6O8PRu, computed with ωB97M-V with the def2-TZVPD basis set.

```
107
Properties=species:S:1:pos:R:3:forces:R:3
Ru 0.30955 -0.66573 0.18889 -0.3 -0.2 0.0
O -0.02361 -0.66398 2.18277 -0.2 0.4 -0.1
C -1.27073 -0.60857 2.59325 0.2 -0.4 -0.2
C -1.53898 0.01974 3.82238 -0.1 0.1 0.2
C -2.87353 0.25741 4.24951 0.2 0.0 0.0
C -3.93521 -0.14454 3.52183 0.0 -0.1 0.0
C -3.79002 -0.99220 2.29142 0.0 -0.2 -0.1
C -2.33767 -1.21425 1.90221 -0.1 0.3 -0.1
C -2.11322 -2.07421 0.81380 0.1 -0.2 -0.1
N -0.97921 -2.22150 0.18357 -0.3 -0.1 -0.2
N -0.89573 -3.25953 -0.69506 0.0 0.2 0.0
C 0.32558 -3.32048 -1.20741 0.2 -0.2 0.1
O 1.30659 -2.62309 -0.83413 -0.1 0.1 0.0
C 0.50933 -4.30276 -2.32420 0.0 0.1 0.0
C 1.71543 -4.29970 -3.01442 0.1 0.0 0.0
C 1.89391 -5.11891 -4.12128 0.0 0.0 0.0
C 0.86404 -5.94838 -4.54433 0.0 0.0 0.0
C -0.34004 -5.96264 -3.84866 0.0 0.0 0.0
C -0.51847 -5.14216 -2.74471 0.0 -0.1 0.0
H -0.69557 0.39493 4.38924 0.0 0.0 0.0
H -3.03331 0.81441 5.16656 0.0 0.0 0.0
H -4.94438 0.09688 3.83972 0.0 0.0 0.0
H -4.18635 -0.74811 0.28767 0.0 0.0 -0.1
H -2.90946 -2.72730 0.46294 0.0 0.0 0.1
H 2.49491 -3.62829 -2.67662 0.0 0.0 0.0
H 2.82999 -5.09538 -4.66616 0.0 0.0 0.0
H 0.99320 -6.57617 -5.41812 0.0 0.0 0.0
H -1.15061 -6.59881 -4.18463 0.0 0.0 0.0
H -1.45712 -5.12429 -2.20701 0.0 0.0 0.0
C 6.95641 2.96507 1.79883 0.0 0.0 0.0
C 7.10740 1.76494 0.87086 -0.1 0.0 0.1
C 8.26924 0.89153 1.31685 0.0 -0.1 0.0
C 8.43132 -0.29794 0.38490 -0.1 0.0 0.0
C 7.14759 -1.08341 0.34695 0.1 0.1 0.0
C 7.13998 -2.43446 0.08028 0.0 0.0 0.0
C 5.94004 -3.13603 0.04759 0.1 0.0 0.0
F 5.98652 -4.45496 -0.24090 0.0 0.0 0.0
C 4.74466 -2.53257 0.30102 -0.2 0.0 0.0
C 4.73837 -1.16286 0.58526 0.0 0.0 0.1
C 3.44231 -0.51949 0.86857 0.1 -0.1 0.1
O 2.45601 -1.21408 1.09657 0.0 0.0 0.0
C 3.46454 0.91603 0.87872 0.0 0.1 -0.2
C 4.65772 1.55457 0.88554 0.1 0.0 0.0
N 5.87379 0.94907 0.83142 0.0 0.0 0.0
C 5.92609 -0.42899 0.59179 0.1 0.2 0.0
C 2.21650 1.76806 0.83523 -0.1 -0.1 -0.2
O 2.30065 2.93840 1.20517 0.0 0.0 0.0
O 1.17685 1.22779 0.32515 0.2 0.0 0.1
H 7.94206 3.39149 1.98884 0.0 0.0 0.0
H 6.51924 2.65687 2.75067 0.0 0.0 0.0
H 6.33307 3.75122 1.37627 0.0 0.0 0.0
H 7.31418 2.12289 -0.14360 0.0 0.0 -0.1
H 8.06958 0.53816 2.33358 0.1 0.0 0.0
H 9.17486 1.49805 1.33859 0.0 0.0 0.0
H 9.24878 -0.94275 0.71008 0.0 0.0 0.0
H 8.68074 0.05990 -0.61920 0.0 0.0 0.0
H 8.06856 -2.95826 -0.11552 0.0 0.0 0.0
H 3.79765 -3.06194 0.27208 0.0 0.0 0.0
H 4.64154 2.63340 0.95145 0.0 0.0 0.0
Cl 0.77341 0.19530 -4.72695 -0.1 0.0 0.0
C -0.75678 -0.52668 -4.17468 0.1 -0.1 -0.1
Cl -0.96506 -2.15009 -4.88609 0.1 0.0 0.0
C -0.92227 -0.61343 -2.63304 0.1 0.0 0.1
O -2.08082 -0.79392 -2.27776 0.0 0.1 0.0
O 0.15470 -0.48495 -1.97242 -0.1 0.1 0.3
H -1.55680 0.08148 -4.57295 -0.1 0.0 0.0
O -1.44334 1.03586 -0.16695 -0.3 0.0 0.1
P -2.61335 1.94396 -0.31089 0.5 0.5 -0.1
N -4.42033 -0.27977 1.15396 0.0 0.1 0.2
C -4.50842 -2.37781 2.55815 0.0 0.1 0.0
C -5.82646 -2.50804 1.79332 0.0 0.1 0.1
C -6.63468 -1.21981 1.90821 0.1 0.0 0.0
C -5.85730 -0.04844 1.27079 0.1 -0.1 0.1
N -2.44954 3.19318 0.80724 -0.1 -0.3 0.1
C -1.61189 3.00294 2.01336 0.0 0.1 -0.1
C -2.20722 3.96319 3.04848 0.0 0.0 -0.1
C -3.01085 4.97207 2.21629 0.1 -0.1 0.0
C -3.54856 4.12024 1.07126 0.1 0.0 -0.1
N -2.67545 2.78547 -1.78352 -0.2 -0.4 0.0
C -1.43298 2.88949 -2.59002 -0.1 0.2 0.1
C -1.93014 3.17947 -4.01949 -0.1 0.0 0.1
C -3.43329 3.46210 -3.86769 0.1 0.0 0.0
C -3.81637 2.58493 -2.68560 0.1 -0.1 0.0
H -4.70038 -2.47486 3.62965 0.0 0.0 0.0
H -3.83556 -3.19056 2.28795 0.0 0.0 0.1
H -6.39948 -3.34615 2.19436 0.0 -0.1 -0.1
H -5.62923 -2.72552 0.73867 0.0 0.0 0.0
H -6.81755 -1.01954 2.96923 0.0 0.0 0.0
H -7.61027 -1.32729 1.42831 0.0 0.0 0.0
H -6.02361 0.86504 1.84869 0.0 0.0 0.0
H -6.22358 0.14943 0.26299 0.0 0.0 0.0
H -0.57362 3.23227 1.76768 0.0 0.0 -0.1
H -1.62926 1.97143 2.35493 0.0 0.0 0.0
H -1.42938 4.44163 3.64232 0.0 0.0 0.1
H -2.87360 3.42439 3.72644 0.0 0.0 0.0
H -2.34716 5.74467 1.82181 0.0 0.0 0.0
H -3.80966 5.45242 2.78222 0.0 0.0 0.0
H -3.77669 4.69869 0.17223 0.0 0.0 0.0
H -4.46433 3.60002 1.38469 0.0 0.0 0.0
H -0.83000 1.98561 -2.53752 0.0 -0.1 0.0
H -0.82060 3.69932 -2.18940 0.0 0.0 0.0
H -1.78536 2.30750 -4.65640 0.1 0.0 0.0
H -1.39533 4.01291 -4.47196 0.0 0.0 0.0
H -4.00306 3.22833 -4.76772 0.0 0.0 0.0
H -3.59684 4.51146 -3.61121 0.0 0.0 0.0
H -3.91959 1.53936 -3.00875 0.0 0.0 0.0
H -4.74769 2.89060 -2.20431 0.0 0.0 0.0
```
Forces are in eV/Å.

Values from the calculation:
2S+1: 6
M, g mol⁻¹: 984.81
Energy, a.u.: -4015.11464
Energy above the lowest of the compared OMol25 structures with the same formula, charge and spin, kJ/mol: 348.0
Total charge: -1
Lowest unoccupied orbital energy (spin up / spin down), eV: 2.22 / 1.33
E_HOMO (spin up / spin down), eV: -4.09 / -4.59



A single CH3NO2 molecule in a non-equilibrium geometry, computed with ωB97M-V with the def2-TZVPD basis set.

```
7
Properties=species:S:1:pos:R:3:forces:R:3
C -0.20949 -0.02278 0.04287 0.5 2.0 -1.5
N -1.67961 0.00822 -0.03053 -1.1 0.5 0.0
O -2.17665 -0.72199 0.80646 -0.7 0.0 -0.3
O -2.29173 0.70223 -0.83086 0.7 -0.6 0.5
H 0.00491 -0.96661 -0.45666 0.6 0.2 0.2
H 0.25430 0.91141 -0.47994 -0.9 -1.9 0.9
H -0.07719 -0.02246 1.11106 0.8 -0.2 0.1
```
Forces are in eV/Å.

Values from the calculation:
M, g mol⁻¹: 61.04
Energy, a.u.: -245.02884
Energy above the lowest of the compared OMol25 structures with the same formula, charge and spin, kJ/mol: 394.6
Lowest unoccupied orbital energy, eV: 0.26
E_HOMO, eV: -11.22



2 unconnected molecules or ions with the total composition C5H10O in a non-equilibrium geometry, computed with ωB97M-V with the def2-TZVPD basis set.

```
16
Properties=species:S:1:pos:R:3:forces:R:3
C -1.18819 1.28635 0.35053 1.0 0.2 0.5
C -1.01668 -0.21066 0.43702 -4.0 -1.0 -2.4
C -1.08945 -0.87912 -1.05223 0.9 0.8 1.4
O -1.41102 -0.85815 1.37903 1.0 0.3 0.1
H -2.20188 1.51037 0.01988 -0.1 -0.3 0.0
H -1.05834 1.72463 1.33770 0.1 0.2 0.0
H -0.50979 1.72016 -0.37995 0.1 0.1 0.1
H -0.20172 -0.61491 -1.62819 0.0 -0.1 0.0
H -1.20260 -1.95939 -1.00005 0.0 0.0 0.1
H -1.93701 -0.42052 -1.55415 -0.2 0.0 0.1
C 1.66129 -0.74721 0.46986 -1.1 -2.9 -1.5
C 2.23247 0.42753 0.29376 -0.1 0.7 0.7
H 2.24989 -1.65493 0.46579 0.9 0.1 -0.3
H 0.62422 -1.22516 0.26859 1.8 2.0 1.5
H 3.27649 0.53329 0.03414 0.3 -0.3 0.6
H 1.77232 1.36774 0.55827 -0.6 0.2 -0.8
```
Forces are in eV/Å.

Values from the calculation:
M, g mol⁻¹: 86.13
Energy, a.u.: -271.65096
Energy above the lowest of the compared OMol25 structures with the same formula, charge and spin, kJ/mol: 266.9
Lowest unoccupied orbital energy, eV: 0.88
E_HOMO, eV: -9.50



2 unconnected molecules or ions with the total composition C5H14S in a non-equilibrium geometry, computed with ωB97M-V with the def2-TZVPD basis set.

```
20
Properties=species:S:1:pos:R:3:forces:R:3
C 0.43092 -4.69271 -1.71704 -0.9 -3.1 0.7
C 0.52377 -3.27373 -1.20685 0.0 1.5 0.1
C 0.68053 -3.10130 0.30491 0.4 0.7 1.7
H 1.31664 -5.07511 -2.26453 -0.4 0.4 0.5
H -0.44288 -4.96422 -2.33215 0.3 1.0 -0.5
H 0.14550 -5.51392 -0.92795 1.2 1.7 -0.6
H -0.28886 -2.65928 -1.62511 0.0 -0.3 0.4
H 1.41632 -2.75418 -1.56747 0.0 -0.5 -0.6
H 1.60009 -2.58058 0.59669 0.8 -0.9 -0.6
H 0.14027 -2.37422 0.93657 -1.5 -0.4 -1.0
H 0.62629 -4.04675 0.84025 0.1 0.0 0.0
C -0.97239 5.81835 1.49817 2.3 0.1 -0.4
S 0.40500 4.92369 0.59584 -1.5 -0.4 0.5
C -0.41725 3.22834 0.49812 -0.2 2.6 0.8
H -1.91527 5.57088 1.05506 -0.6 -0.4 0.3
H -0.78542 6.87030 1.32631 0.0 0.3 -0.1
H -0.77728 5.65591 2.55495 -0.8 -0.3 0.0
H -0.51813 2.78545 1.47699 0.4 -0.3 0.2
H -1.42409 3.41600 0.12454 0.2 -0.3 -0.4
H 0.25626 2.76707 -0.16729 0.3 -1.2 -0.7
```
Forces are in eV/Å.

Values from the calculation:
M, g mol⁻¹: 106.23
Energy, a.u.: -597.02397
Energy above the lowest of the compared OMol25 structures with the same formula, charge and spin, kJ/mol: 140.0
Lowest unoccupied orbital energy, eV: 0.83
E_HOMO, eV: -8.55



A gas-phase ion, C16H32N (charge +1) in a non-equilibrium geometry, computed with ωB97M-V with the def2-TZVPD basis set.

```
49
Properties=species:S:1:pos:R:3:forces:R:3
C -0.34457 -2.99274 0.48523 -0.4 -0.2 0.2
C 0.80492 -2.29976 -0.02880 0.7 0.4 -0.3
C 1.76596 -1.72220 -0.45857 -0.3 -0.1 0.1
C 2.91754 -1.03444 -1.00803 -0.3 -0.4 -0.6
N 3.55612 -0.10997 -0.01640 0.0 0.0 0.1
C 4.67855 0.59000 -0.66116 0.6 0.4 -0.5
C 4.07219 -0.91437 1.10721 0.3 -0.5 0.7
C 2.55518 0.85790 0.52643 -0.8 0.7 0.1
C 1.93027 1.81544 -0.48337 0.1 0.0 0.1
C 0.88682 2.71135 0.19779 0.0 -0.2 0.1
C -0.31775 1.97466 0.78739 0.1 0.0 -0.3
C -1.07422 1.11865 -0.22703 -0.1 0.1 0.5
C -2.36107 0.54834 0.36625 0.1 -0.1 -0.5
C -3.10515 -0.32844 -0.63938 -0.1 -0.1 0.4
C -4.28732 -1.08306 -0.02887 0.0 0.2 0.0
C -5.40278 -0.19286 0.52147 0.0 -0.1 -0.2
C -6.06216 0.67501 -0.54347 0.1 -0.1 0.2
H -1.08149 -2.27891 0.84978 -0.1 0.0 0.0
H -0.79449 -3.58614 -0.30926 -0.1 0.0 0.0
H -0.05198 -3.65658 1.29741 -0.1 0.0 0.0
H 2.61837 -0.45505 -1.88506 0.2 0.0 0.1
H 3.66751 -1.76723 -1.32102 0.1 0.2 0.0
H 5.44148 -0.12574 -0.96368 -0.1 -0.1 0.1
H 5.12244 1.30038 0.03427 -0.1 -0.1 0.1
H 4.33903 1.12656 -1.54420 -0.1 -0.1 0.1
H 4.81968 -1.62161 0.75128 0.0 0.1 -0.1
H 4.52881 -0.26957 1.85555 0.0 0.1 -0.1
H 3.25624 -1.47216 1.56470 0.0 0.1 -0.1
H 1.76207 0.26268 0.98193 0.2 -0.1 0.0
H 3.04828 1.43974 1.30823 0.1 -0.2 0.0
H 2.68911 2.46680 -0.91883 0.0 -0.1 -0.1
H 1.43816 1.26943 -1.28686 0.1 -0.1 -0.1
H 0.52685 3.41950 -0.54967 0.1 0.1 0.0
H 1.37050 3.28844 0.98843 0.0 0.1 0.0
H -0.01284 1.35529 1.63405 0.0 0.0 0.1
H -1.00018 2.72949 1.18133 0.0 0.0 0.1
H -1.32258 1.72773 -1.09841 0.0 0.0 -0.1
H -0.44945 0.28751 -0.56494 0.0 0.0 -0.1
H -3.00269 1.37125 0.68104 0.0 0.1 0.1
H -2.11994 -0.03800 1.25775 0.0 0.0 0.1
H -3.45365 0.28994 -1.46693 0.0 0.0 -0.1
H -2.40802 -1.06074 -1.05786 0.0 0.0 -0.1
H -3.92214 -1.72119 0.78106 0.0 -0.1 0.0
H -4.71013 -1.73632 -0.79557 0.0 -0.1 0.0
H -6.16120 -0.84188 0.96457 0.0 0.0 0.1
H -5.01271 0.44045 1.32021 0.0 0.0 0.1
H -6.91642 1.19925 -0.12259 -0.1 0.1 0.0
H -6.41185 0.06195 -1.37107 -0.1 0.0 -0.1
H -5.37071 1.41840 -0.93215 0.0 0.1 -0.1
```
Forces are in eV/Å.

Values from the calculation:
M, g mol⁻¹: 238.44
Energy, a.u.: -683.31630
Energy above the lowest of the compared OMol25 structures with the same formula, charge and spin, kJ/mol: 0.0
Total charge: +1
Lowest unoccupied orbital energy, eV: -2.40
E_HOMO, eV: -13.03